Record 1
14
Properties=species:S:1:pos:R:3 method="wB97M-V/def2-TZVPD" spin_multiplicity=1 smiles=OC[C@@H]1C[C@@H]1O orbital_gap_ev=10.25 relative_energy_kj_mol=288.0 lumo_ev=0.656 energy_ha=-307.602725 fmax_ev_per_a=0.94 total_charge=0
O -0.809 -1.632 -0.304
C -0.748 -0.838 0.870
C -0.330 0.625 0.577
C -0.547 0.837 -0.894
C 0.885 0.602 -0.247
O 1.717 -0.505 0.019
H -0.020 -1.419 -0.826
H -1.759 -0.854 1.284
H -0.053 -1.299 1.582
H -0.496 1.349 1.371
H -1.343 0.200 -1.278
H -0.554 1.810 -1.365
H 1.449 1.503 -0.465
H 2.609 -0.381 -0.325



Record 2
33
Properties=species:S:1:pos:R:3 method="wB97M-V/def2-TZVPD" spin_multiplicity=1 orbital_gap_ev=5.76 lumo_ev=2.090 energy_ha=-9228.311957 fmax_ev_per_a=0.49 total_charge=-1
Ir 0.773 1.322 -0.095
Cl 0.563 -0.363 1.627
C 2.053 -1.278 1.551
C 2.314 -2.136 2.602
C 3.465 -2.904 2.568
C 4.321 -2.795 1.483
C 4.024 -1.928 0.446
Cl 5.145 -1.848 -0.878
C 2.872 -1.122 0.431
S 2.551 -0.017 -0.890
H 1.623 -2.194 3.431
H 3.696 -3.579 3.381
H 5.230 -3.377 1.432
Se 0.887 2.631 -2.096
Te -0.093 4.929 -1.617
Te 1.002 5.356 0.795
Se 0.994 2.941 1.670
C -4.258 1.049 -0.736
Ge -2.371 0.503 -0.930
C -2.244 -1.361 -0.305
C -1.972 0.483 -2.847
C -1.270 1.685 0.157
H -4.918 0.390 -1.305
H -4.390 2.069 -1.102
H -4.561 1.021 0.312
H -2.940 -1.992 -0.862
H -2.486 -1.439 0.757
H -1.235 -1.747 -0.456
H -2.672 -0.183 -3.358
H -0.956 0.133 -3.025
H -2.055 1.483 -3.271
H -1.567 1.544 1.204
H -1.526 2.723 -0.073



Record 3
20
Properties=species:S:1:pos:R:3 method="wB97M-V/def2-TZVPD" spin_multiplicity=1 smiles="C=C/[NH+]=C/C1CCC1" orbital_gap_ev=9.23 relative_energy_kj_mol=447.0 lumo_ev=-4.947 energy_ha=-328.258510 fmax_ev_per_a=5.43 total_charge=+1
C -3.685 -0.914 -1.155
C -2.937 -0.422 -0.087
N -1.480 -0.027 -0.304
C -0.391 0.732 0.156
C 1.059 0.859 -0.251
C 1.883 -0.268 -0.664
C 2.703 -0.312 0.634
C 1.688 0.710 1.302
H -3.351 -0.757 -2.238
H -4.581 -1.283 -0.608
H -3.093 -0.348 0.988
H -1.287 -0.889 -0.829
H -0.791 1.651 0.603
H 1.236 1.804 -0.667
H 2.481 -0.070 -1.503
H 1.257 -1.100 -0.801
H 2.804 -1.317 1.026
H 3.634 0.051 0.542
H 0.845 0.318 2.038
H 2.005 1.581 1.817



Record 4
80
Properties=species:S:1:pos:R:3 method="wB97M-V/def2-TZVPD" spin_multiplicity=5 orbital_gap_ev="5.95 / 6.34" relative_energy_kj_mol=228.9 lumo_ev="0.384 / -1.453" energy_ha=-2738.920885 fmax_ev_per_a=0.68 total_charge=0
Ir 0.090 0.947 0.961
N -2.692 0.786 -2.839
C -1.824 1.139 -1.832
S -0.137 0.576 -2.058
N -2.267 1.868 -0.873
N -1.437 2.159 0.167
C -1.791 3.173 0.977
C -2.947 4.044 0.661
C -2.979 4.766 -0.530
C -4.057 5.585 -0.826
C -5.118 5.688 0.063
C -5.097 4.969 1.248
C -4.018 4.150 1.546
C -0.993 3.380 2.125
C -1.153 4.477 3.009
C -0.321 4.625 4.082
C 0.705 3.681 4.307
C 0.833 2.642 3.426
N 0.027 2.469 2.365
H -2.296 0.442 -3.696
H -3.540 1.325 -2.908
H -2.150 4.680 -1.220
H -4.069 6.147 -1.751
H -5.959 6.329 -0.169
H -5.925 5.042 1.942
H -4.000 3.582 2.469
H -1.934 5.196 2.810
H -0.445 5.465 4.751
H 1.383 3.770 5.143
H 1.606 1.894 3.548
F 5.002 -1.146 1.671
C 3.726 -1.073 2.101
C 2.845 -0.231 1.456
C 1.520 -0.158 1.879
C 1.105 -0.942 2.982
C 2.041 -1.771 3.589
F 1.683 -2.563 4.623
C 3.353 -1.859 3.173
C -0.314 -0.860 3.350
C -0.901 -1.344 4.519
C -2.256 -1.162 4.724
C -3.018 -0.502 3.772
C -2.377 -0.035 2.642
N -1.074 -0.216 2.445
H 3.197 0.358 0.617
H 4.047 -2.525 3.664
H -0.301 -1.850 5.257
H -2.716 -1.532 5.631
H -4.080 -0.346 3.902
H -2.904 0.498 1.858
O -0.267 -2.246 0.479
C 0.009 -1.644 -0.542
N 0.270 -2.348 -1.710
C 1.410 -2.119 -2.608
C 1.799 -0.641 -2.604
O 2.697 -0.127 -3.161
N 0.003 -0.259 -0.577
C 1.021 -2.408 -4.057
C -0.312 -2.486 -4.437
C -0.646 -2.715 -5.766
C 0.347 -2.856 -6.721
C 1.682 -2.768 -6.345
C 2.018 -2.545 -5.021
C 2.583 -2.978 -2.125
C 2.511 -4.352 -2.356
C 3.479 -5.202 -1.851
C 4.532 -4.687 -1.106
C 4.609 -3.324 -0.873
C 3.639 -2.470 -1.383
H 0.167 -3.334 -1.511
H -1.084 -2.369 -3.688
H -1.688 -2.786 -6.051
H 0.086 -3.035 -7.756
H 2.463 -2.875 -7.086
H 3.058 -2.475 -4.727
H 1.695 -4.749 -2.950
H 3.414 -6.265 -2.040
H 5.291 -5.349 -0.710
H 5.421 -2.914 -0.288
H 3.721 -1.410 -1.183



Record 5
131
Properties=species:S:1:pos:R:3 method="wB97M-V/def2-TZVPD" spin_multiplicity=2 orbital_gap_ev="6.32 / 6.19" relative_energy_kj_mol=0.0 lumo_ev="2.175 / 1.892" energy_ha=-4030.175429 fmax_ev_per_a=1.00 total_charge=-1
Ru -1.336 0.094 -0.697
C 1.450 -5.761 -2.272
C 0.541 -5.309 -1.122
C -0.099 -6.541 -0.482
C 1.439 -4.627 -0.073
P -0.577 -3.926 -1.750
C -1.706 -3.633 -0.298
N -1.072 -2.811 0.717
B -0.542 -1.456 0.604
N 0.150 -1.256 1.883
C 1.045 -0.195 2.322
P 2.803 -0.160 1.641
C 3.795 -1.290 2.781
C 5.245 -1.330 2.276
C 3.234 -2.701 2.548
C 3.786 -0.972 4.276
C 3.203 1.636 2.087
C 4.718 1.859 2.085
C 2.641 2.178 3.407
C 2.632 2.453 0.918
C -0.193 -2.295 2.743
C 0.037 -2.470 4.100
C -0.437 -3.622 4.727
C -1.131 -4.583 4.008
C -1.383 -4.409 2.648
C -0.925 -3.259 2.020
C -1.812 -4.594 -3.006
C -2.821 -3.457 -3.241
C -1.082 -4.819 -4.336
C -2.577 -5.861 -2.623
H 2.286 -6.342 -1.866
H 1.864 -4.908 -2.815
H 0.923 -6.401 -2.982
H 0.676 -7.123 0.031
H -0.565 -7.194 -1.219
H -0.848 -6.282 0.270
H 2.269 -5.301 0.172
H 0.903 -4.412 0.853
H 1.859 -3.689 -0.447
H -2.001 -4.580 0.150
H -2.607 -3.149 -0.658
H 1.083 -0.204 3.412
H 0.616 0.763 2.045
H 5.278 -1.506 1.198
H 5.772 -2.157 2.766
H 5.798 -0.416 2.488
H 3.169 -2.931 1.481
H 2.249 -2.839 2.981
H 3.906 -3.432 3.013
H 4.427 -0.120 4.508
H 4.161 -1.833 4.842
H 2.785 -0.749 4.650
H 5.193 1.456 2.982
H 4.919 2.936 2.063
H 5.194 1.414 1.207
H 3.147 1.748 4.272
H 1.570 2.007 3.519
H 2.790 3.264 3.443
H 3.076 2.143 -0.031
H 2.861 3.514 1.073
H 1.551 2.351 0.820
H 0.582 -1.736 4.678
H -0.260 -3.762 5.786
H -1.498 -5.474 4.505
H -1.952 -5.156 2.110
H -2.319 -2.488 -3.316
H -3.572 -3.381 -2.455
H -3.350 -3.642 -4.182
H -0.558 -3.915 -4.653
H -1.815 -5.077 -5.109
H -0.357 -5.631 -4.287
H -2.988 -5.805 -1.613
H -1.948 -6.750 -2.689
H -3.418 -6.003 -3.311
O -5.133 -1.408 -1.639
C -4.087 -0.786 -1.657
O -3.066 -1.044 -0.889
C -3.896 0.342 -2.675
P -2.663 1.546 -2.051
C -3.782 2.825 -1.369
C -4.469 3.761 -2.142
C -5.374 4.634 -1.555
C -5.620 4.571 -0.191
C -4.968 3.622 0.581
C -4.053 2.755 -0.004
C -1.926 2.267 -3.562
C -1.716 3.631 -3.743
C -1.008 4.099 -4.843
C -0.485 3.210 -5.766
C -0.663 1.846 -5.578
C -1.374 1.380 -4.484
H -4.858 0.796 -2.898
H -3.520 -0.117 -3.592
H -4.319 3.800 -3.213
H -5.894 5.360 -2.170
H -6.323 5.255 0.268
H -5.161 3.555 1.644
H -3.533 2.031 0.607
H -2.073 4.340 -3.008
H -0.851 5.165 -4.962
H 0.080 3.573 -6.615
H -0.228 1.139 -6.273
H -1.455 0.311 -4.325
F -1.139 8.050 4.349
C -0.106 7.182 4.449
F 0.007 6.879 5.756
F 0.998 7.875 4.107
C -0.302 5.971 3.597
C 0.082 5.999 2.263
C -0.139 4.898 1.457
C -0.741 3.742 1.971
C -1.121 3.733 3.319
C -0.907 4.839 4.123
C -0.918 2.592 1.151
C -1.015 1.592 0.455
H 0.560 6.880 1.855
H 0.169 4.909 0.419
H -1.575 2.839 3.727
H -1.200 4.813 5.165
Te 0.916 -0.391 -1.662
C 1.827 1.451 -2.196
C 1.237 2.691 -1.983
C 1.916 3.862 -2.295
C 3.200 3.810 -2.821
C 3.805 2.576 -3.021
C 3.125 1.406 -2.705
H 0.257 2.736 -1.526
H 1.440 4.820 -2.118
H 3.730 4.724 -3.060
H 4.814 2.523 -3.413
H 3.618 0.448 -2.837



Record 6
11
Properties=species:S:1:pos:R:3 method="wB97M-V/def2-TZVPD" spin_multiplicity=3 orbital_gap_ev="8.06 / 8.14" relative_energy_kj_mol=177.3 lumo_ev="0.686 / -1.588" energy_ha=-608.159728 fmax_ev_per_a=4.48 total_charge=0
C 0.420 -0.100 -0.560
C -0.075 1.147 -0.316
C -0.108 -1.375 0.071
C -1.221 1.682 0.241
N 0.303 -1.914 1.091
S -2.796 1.195 0.227
H 1.273 -0.286 -1.233
H 0.472 2.032 -0.749
H -1.153 -1.737 -0.303
H 1.143 -1.464 1.625
H -3.045 0.203 -0.692



Record 7
18
Properties=species:S:1:pos:R:3 method="wB97M-V/def2-TZVPD" spin_multiplicity=1 smiles="B[C@@H](C=C)C[NH+]=C" orbital_gap_ev=9.16 relative_energy_kj_mol=353.6 lumo_ev=-5.240 energy_ha=-276.299275 fmax_ev_per_a=4.63 total_charge=+1
B 1.697 0.585 -1.716
C 0.805 0.525 -0.340
C -0.623 1.182 0.196
C -0.770 1.511 1.478
C 0.757 -0.860 0.334
N -0.346 -1.578 -0.321
C -1.504 -1.341 0.163
H 1.814 -0.358 -2.471
H 2.026 1.634 -2.283
H 1.335 1.250 0.280
H -1.316 1.369 -0.573
H -0.075 1.206 2.150
H -1.743 1.486 1.944
H 0.561 -0.742 1.420
H 1.642 -1.461 0.125
H -0.236 -1.851 -1.340
H -2.399 -1.659 -0.120
H -1.627 -0.897 1.074



Record 8
7
Properties=species:S:1:pos:R:3 method="wB97M-V/def2-TZVPD" spin_multiplicity=1 smiles="Fc1noc(=S)o1" orbital_gap_ev=10.23 relative_energy_kj_mol=0.0 lumo_ev=0.481 energy_ha=-779.431638 fmax_ev_per_a=2.23 total_charge=0
F 2.226 -0.791 -0.012
C 1.083 -0.172 0.020
N 0.902 1.103 0.005
O -0.490 1.162 -0.011
C -1.059 -0.017 -0.002
S -2.622 -0.373 -0.001
O -0.040 -0.912 0.000



Record 9
21
Properties=species:S:1:pos:R:3 method="wB97M-V/def2-TZVPD" spin_multiplicity=1 orbital_gap_ev="7.62 / 7.63" relative_energy_kj_mol=705.5 lumo_ev="-0.538 / -0.537" energy_ha=-461.297240 fmax_ev_per_a=3.51 total_charge=0
C 0.074 0.593 -0.495
C -0.245 -0.488 0.290
C 0.422 1.874 0.180
C -0.214 0.648 -1.954
C 1.890 -1.991 0.758
C 0.886 -1.576 -0.288
O -2.580 0.243 0.438
O -2.570 0.803 1.765
O 0.729 -2.143 -1.335
H -3.513 0.858 1.972
H -0.154 -0.417 1.365
H -1.620 -0.712 0.132
H 0.802 1.717 1.187
H -0.507 2.433 0.297
H 1.155 2.449 -0.390
H 0.415 1.387 -2.456
H -0.078 -0.321 -2.443
H -1.249 0.952 -2.097
H 2.612 -2.679 0.326
H 1.365 -2.511 1.563
H 2.380 -1.119 1.186



Record 10
14
Properties=species:S:1:pos:R:3 method="wB97M-V/def2-TZVPD" spin_multiplicity=1 smiles=FC[C@H](P)[PH]#[PH2] orbital_gap_ev=9.94 relative_energy_kj_mol=0.0 lumo_ev=0.842 energy_ha=-1204.843261 fmax_ev_per_a=2.77 total_charge=0
F -1.260 -1.389 0.591
C -0.337 -0.526 1.131
C -0.180 0.709 0.164
P -1.790 1.652 -0.083
P 0.632 0.383 -1.516
P 2.364 -0.706 -0.737
H 0.667 -0.962 1.200
H -0.807 -0.161 2.015
H 0.303 1.456 0.784
H -2.613 0.496 0.166
H -2.086 1.686 1.372
H -0.263 -0.601 -1.798
H 2.091 -1.904 -1.606
H 3.279 -0.134 -1.683



Record 11
18
Properties=species:S:1:pos:R:3 method="wB97M-V/def2-TZVPD" spin_multiplicity=1 orbital_gap_ev=8.46 relative_energy_kj_mol=591.4 lumo_ev=0.943 energy_ha=-360.212139 fmax_ev_per_a=1.96 total_charge=0
C -1.447 0.636 -0.153
C 1.102 0.092 -1.071
C 1.219 -1.326 -0.564
N 0.612 1.274 0.706
N -0.604 0.782 1.006
N -2.531 -0.271 -0.032
O 1.464 0.849 1.753
H 2.070 1.591 1.864
H -0.561 -0.071 1.572
H -3.293 0.046 0.554
H -2.256 -1.214 0.206
H -1.776 1.615 -0.502
H -0.580 0.281 -0.933
H 2.037 0.642 -1.030
H 0.782 0.168 -2.111
H 1.409 -1.339 0.514
H 2.049 -1.862 -1.036
H 0.303 -1.894 -0.743



Record 12
16
Properties=species:S:1:pos:R:3 method="wB97M-V/def2-TZVPD" spin_multiplicity=3 orbital_gap_ev="6.42 / 8.34" relative_energy_kj_mol=192.4 lumo_ev="0.852 / -1.419" energy_ha=-2990.325347 fmax_ev_per_a=4.89 total_charge=0
C 1.054 -1.033 2.122
C -0.261 -1.734 0.393
C 1.494 -0.176 0.100
C -0.468 1.597 -0.888
N 1.727 -0.574 3.049
N 0.196 -0.596 -0.372
O -0.076 -1.549 1.814
O -0.746 0.445 -0.167
Br 2.887 -1.218 -0.702
H -1.283 -1.742 0.132
H 0.195 -2.647 0.088
H 1.553 0.815 0.188
H -0.421 2.463 -0.214
H -1.234 1.739 -1.697
H 0.538 1.407 -1.467
H 1.521 -0.755 4.082



Record 13
16
Properties=species:S:1:pos:R:3 method="wB97M-V/def2-TZVPD" spin_multiplicity=1 orbital_gap_ev=8.44 relative_energy_kj_mol=88.8 lumo_ev=-3.427 energy_ha=-1008.304829 fmax_ev_per_a=2.34 total_charge=+1
N -1.200 -0.414 -2.476
C 0.052 0.230 -1.763
C -0.335 0.231 -0.287
S 0.962 1.097 0.724
S -0.011 0.863 2.562
H -1.089 -0.723 -3.439
H -1.158 -1.279 -1.905
H -2.052 0.126 -2.348
H 0.922 -0.329 -2.080
H 0.141 1.237 -2.154
H -0.225 -0.795 0.043
H -1.293 0.672 -0.030
H 1.065 0.560 3.352
H 0.131 -3.559 -2.176
H 0.260 -3.151 -0.832
O -0.260 -2.882 -1.609



Record 14
19
Properties=species:S:1:pos:R:3 method="wB97M-V/def2-TZVPD" spin_multiplicity=2 orbital_gap_ev="12.18 / 4.55" relative_energy_kj_mol=368.0 lumo_ev="-7.986 / -15.517" energy_ha=-458.317135 fmax_ev_per_a=2.50 total_charge=+2
O -0.417 -1.988 -1.081
H -0.735 -2.866 -1.343
H 0.465 -2.065 -0.693
O -2.249 -0.178 -1.361
H -3.240 -0.283 -1.366
H -1.799 -1.097 -1.402
O 0.842 1.203 -1.585
H 0.571 0.283 -1.605
H 1.386 1.404 -2.360
O 0.881 -0.682 1.863
H 0.724 -0.847 2.809
H 0.190 -0.015 1.582
O -1.095 0.844 1.050
H -1.656 0.462 0.351
H -1.382 1.772 0.985
O 1.995 1.535 1.070
H 1.718 0.125 1.019
H 2.123 1.065 1.909
H 1.678 1.328 0.155



Record 15
12
Properties=species:S:1:pos:R:3 method="wB97M-V/def2-TZVPD" spin_multiplicity=1 orbital_gap_ev=10.03 relative_energy_kj_mol=366.3 lumo_ev=1.038 energy_ha=-302.553600 fmax_ev_per_a=1.29 total_charge=0
O 1.108 1.342 0.735
N 0.520 1.528 -0.552
C -0.004 0.444 -0.945
N 0.070 -0.794 -0.328
C -0.528 -0.957 0.977
C -1.110 -1.653 -0.195
H 1.258 2.251 1.055
H -0.426 0.504 -1.967
H -1.038 -0.087 1.369
H 0.063 -1.539 1.650
H -0.904 -2.692 -0.333
H -2.099 -1.313 -0.516